1.
Density functional theory data (ωB97M-V with the def2-TZVPD basis set) for a structure of composition C48H62AsIrN4O6SiTe in a non-equilibrium geometry.

The strongest force on any atom is 0.0225 hartree/bohr. The total charge is +1. As for the expectation value of S²: 0.760. The HOMO energy (spin up / spin down) comes out at -10.54 / -10.43 eV. The energy above the lowest of the compared OMol25 structures with the same formula, charge and spin is 20.0 kJ/mol. Its spin multiplicity is 2.

Positions of all 124 atoms, in Å:
1 Ir -0.349 0.212 0.291
2 O -1.253 -6.589 -0.416
3 C -2.208 -5.866 0.333
4 C -1.770 -4.433 0.436
5 C -2.651 -3.460 0.886
6 C -2.243 -2.143 0.916
7 N -1.026 -1.778 0.520
8 C -0.135 -2.713 0.159
9 C -0.480 -4.051 0.096
10 C 1.213 -2.199 -0.173
11 C 2.286 -3.019 -0.458
12 C 3.516 -2.459 -0.780
13 C 4.668 -3.348 -1.182
14 O 4.454 -3.906 -2.467
15 C 3.630 -1.080 -0.758
16 C 2.528 -0.300 -0.446
17 N 1.341 -0.853 -0.191
18 H -1.495 -7.520 -0.420
19 H -2.307 -6.273 1.346
20 H -3.196 -5.897 -0.140
21 H -3.661 -3.712 1.183
22 H -2.893 -1.341 1.240
23 H 0.220 -4.798 -0.244
24 H 2.171 -4.094 -0.446
25 H 4.738 -4.195 -0.498
26 H 5.610 -2.796 -1.129
27 H 4.580 -3.224 -3.134
28 H 4.571 -0.597 -0.989
29 H 2.571 0.778 -0.393
30 O 1.558 -0.806 3.871
31 C 0.895 0.055 3.310
32 O 0.162 -0.178 2.271
33 C 0.876 1.409 3.998
34 N 0.298 2.499 3.189
35 C 0.128 3.620 4.150
36 C -0.461 2.919 5.377
37 C 0.075 1.470 5.308
38 H 1.912 1.678 4.175
39 H -0.671 2.205 2.901
40 H 0.870 2.705 2.364
41 H -0.515 4.381 3.717
42 H 1.116 4.040 4.344
43 H -1.545 2.916 5.297
44 H -0.184 3.432 6.296
45 H -0.743 0.752 5.299
46 H 0.727 1.224 6.144
47 C 3.619 4.369 -0.354
48 Si 1.789 4.688 -0.564
49 C 1.418 5.243 -2.308
50 C 1.217 5.977 0.662
51 C 0.915 3.108 -0.245
52 C 0.445 2.007 -0.014
53 H 4.200 5.282 -0.504
54 H 3.966 3.625 -1.075
55 H 3.829 3.982 0.647
56 H 1.862 6.221 -2.507
57 H 0.343 5.321 -2.477
58 H 1.822 4.537 -3.037
59 H 1.632 6.957 0.416
60 H 1.542 5.728 1.675
61 H 0.129 6.061 0.666
62 C 4.316 -1.084 2.845
63 As 4.443 0.821 2.650
64 C 4.691 1.486 4.436
65 C 6.048 1.242 1.717
66 O 3.125 1.493 1.914
67 H 5.194 -1.482 3.352
68 H 4.201 -1.548 1.871
69 H 3.413 -1.263 3.433
70 H 5.581 1.059 4.897
71 H 3.814 1.220 5.024
72 H 4.789 2.570 4.385
73 H 6.896 0.684 2.110
74 H 6.227 2.311 1.833
75 H 5.903 1.032 0.659
76 C -3.984 -5.395 -2.996
77 C -3.392 -4.033 -2.766
78 C -4.189 -2.952 -2.411
79 C -3.655 -1.685 -2.202
80 C -4.574 -0.566 -1.786
81 C -2.277 -1.501 -2.369
82 Te -1.538 0.468 -2.030
83 N -2.037 1.118 0.894
84 C -2.685 1.766 1.812
85 O -2.110 2.483 2.673
86 C -4.175 1.668 1.775
87 C -4.872 1.529 2.971
88 C -6.253 1.426 2.955
89 C -6.942 1.479 1.749
90 C -6.249 1.637 0.557
91 C -4.864 1.726 0.569
92 C -0.574 0.598 -3.926
93 C -1.510 0.464 -4.951
94 C -1.119 0.553 -6.275
95 C 0.214 0.798 -6.575
96 C 1.133 0.945 -5.551
97 C 0.765 0.844 -4.208
98 C 1.824 0.933 -3.150
99 C -1.446 -2.571 -2.719
100 C 0.046 -2.466 -2.889
101 C -2.028 -3.821 -2.909
102 H -4.946 -5.501 -2.495
103 H -3.315 -6.177 -2.634
104 H -4.148 -5.571 -4.060
105 H -5.256 -3.096 -2.284
106 H -5.591 -0.931 -1.651
107 H -4.602 0.235 -2.528
108 H -4.261 -0.108 -0.843
109 H -4.321 1.512 3.903
110 H -6.797 1.312 3.884
111 H -8.022 1.408 1.740
112 H -6.787 1.702 -0.379
113 H -4.311 1.864 -0.353
114 H -2.554 0.281 -4.720
115 H -1.852 0.442 -7.063
116 H 0.534 0.882 -7.605
117 H 2.172 1.142 -5.788
118 H 2.677 1.512 -3.506
119 H 2.189 -0.070 -2.907
120 H 1.459 1.398 -2.235
121 H 0.485 -1.683 -2.269
122 H 0.302 -2.237 -3.926
123 H 0.520 -3.414 -2.629
124 H -1.386 -4.659 -3.158

***

2.
Density functional theory data (ωB97M-V with the def2-TZVPD basis set) for a cluster of 10 separate species, C48H62N10O8 in total in a non-equilibrium geometry.

The strongest force on any atom is 0.0784 hartree/bohr. The total charge is 0. The HOMO energy comes out at -9.81 eV. Its spin multiplicity is 1.

Positions of all 128 atoms, in Å:
1 O 5.833 0.901 4.319
2 N 5.338 1.781 4.980
3 O 5.960 2.382 5.845
4 C 3.927 2.182 4.629
5 C 3.408 3.387 5.009
6 C 2.084 3.637 4.614
7 C 1.314 2.763 3.785
8 C 1.856 1.534 3.522
9 C 3.210 1.281 3.836
10 H 4.026 4.030 5.646
11 H 1.613 4.503 4.997
12 H 0.421 3.135 3.350
13 H 1.277 0.775 3.020
14 H 3.481 0.246 3.497
15 O 0.176 -7.780 2.861
16 N 0.340 -6.589 3.036
17 O 1.277 -6.154 3.637
18 C -0.767 -5.689 2.534
19 C -0.764 -4.312 2.838
20 C -1.883 -3.515 2.607
21 C -2.990 -4.116 2.028
22 C -2.937 -5.465 1.584
23 C -1.876 -6.260 1.905
24 H 0.116 -3.898 3.277
25 H -1.934 -2.463 2.933
26 H -3.911 -3.614 1.658
27 H -3.818 -5.825 1.115
28 H -1.951 -7.304 1.743
29 O -1.867 10.019 -3.998
30 N -1.026 9.140 -3.917
31 O 0.159 9.226 -4.178
32 C -1.430 7.854 -3.308
33 C -2.683 7.854 -2.764
34 C -3.130 6.710 -2.087
35 C -2.163 5.690 -1.855
36 C -0.956 5.689 -2.508
37 C -0.535 6.834 -3.181
38 H -3.382 8.617 -3.049
39 H -4.066 6.619 -1.540
40 H -2.474 4.850 -1.250
41 H -0.272 4.857 -2.334
42 H 0.510 6.962 -3.481
43 O -1.943 0.755 -0.424
44 N -1.000 1.491 -0.235
45 O -1.167 2.661 0.060
46 C 0.380 0.979 -0.141
47 C 0.523 -0.428 -0.203
48 C 1.877 -0.892 -0.193
49 C 2.931 -0.001 -0.102
50 C 2.744 1.416 -0.061
51 C 1.458 1.883 -0.253
52 H -0.392 -1.017 -0.336
53 H 2.175 -1.906 -0.285
54 H 3.921 -0.413 -0.239
55 H 3.690 2.046 -0.049
56 H 1.303 2.948 -0.436
57 C -4.893 2.731 -1.904
58 C -3.553 2.709 -2.627
59 C -3.515 3.654 -3.879
60 C -4.643 3.251 -4.741
61 N -5.449 3.045 -5.519
62 H -5.666 2.070 -2.295
63 H -5.279 3.739 -1.856
64 H -4.636 2.456 -0.881
65 H -3.313 1.755 -2.979
66 H -2.779 2.970 -1.933
67 H -2.687 3.611 -4.604
68 H -3.658 4.688 -3.537
69 C 4.506 -4.418 -2.358
70 C 5.704 -5.168 -1.645
71 C 5.927 -4.416 -0.301
72 C 6.120 -2.984 -0.311
73 N 6.091 -1.851 -0.351
74 H 3.723 -4.411 -1.619
75 H 4.150 -4.971 -3.191
76 H 4.832 -3.459 -2.634
77 H 6.591 -5.382 -2.276
78 H 5.347 -6.158 -1.266
79 H 6.719 -4.912 0.228
80 H 4.935 -4.547 0.234
81 C 0.302 0.016 -4.070
82 C 1.382 -0.429 -5.077
83 C 2.367 -1.479 -4.560
84 C 1.784 -2.679 -3.853
85 N 1.329 -3.654 -3.413
86 H -0.340 0.778 -4.623
87 H 0.727 0.500 -3.144
88 H -0.282 -0.849 -3.810
89 H 2.078 0.302 -5.452
90 H 0.869 -0.829 -5.917
91 H 3.113 -0.924 -3.918
92 H 2.977 -1.801 -5.397
93 C 5.997 -2.606 3.452
94 C 4.541 -2.338 3.958
95 C 3.492 -2.169 2.860
96 C 3.249 -3.305 2.066
97 N 2.911 -4.201 1.452
98 H 6.547 -3.146 4.212
99 H 6.537 -1.692 3.208
100 H 5.829 -3.310 2.551
101 H 4.506 -1.467 4.585
102 H 4.157 -3.166 4.556
103 H 3.625 -1.305 2.194
104 H 2.556 -1.978 3.386
105 C -5.988 1.437 2.542
106 C -4.713 2.204 2.145
107 C -3.580 2.024 3.235
108 C -2.802 0.771 3.044
109 N -2.042 -0.059 2.954
110 H -6.245 1.521 3.542
111 H -5.940 0.357 2.207
112 H -6.932 1.824 2.013
113 H -4.997 3.230 2.128
114 H -4.308 1.973 1.173
115 H -3.990 2.122 4.236
116 H -2.849 2.826 3.213
117 C -3.350 -3.903 -2.034
118 C -3.594 -2.387 -2.202
119 C -4.092 -1.678 -0.897
120 C -5.261 -2.338 -0.348
121 N -6.119 -2.793 0.268
122 H -3.108 -4.333 -3.025
123 H -4.030 -4.554 -1.495
124 H -2.375 -4.039 -1.451
125 H -4.340 -2.178 -2.954
126 H -2.679 -1.930 -2.549
127 H -4.222 -0.572 -1.056
128 H -3.281 -1.792 -0.154

***

3.
Density functional theory data (ωB97M-V with the def2-TZVPD basis set) for a cluster of 6 separate species, C48H64BF40NO8Si2 in total in a non-equilibrium geometry.

The strongest force on any atom is 0.0239 hartree/bohr. The total charge is 0. The HOMO energy comes out at -8.83 eV. Its spin multiplicity is 1.

Positions of all 164 atoms, in Å:
1 C 6.868 1.613 0.605
2 C 5.397 1.471 0.798
3 O 4.857 1.753 1.824
4 O 4.770 0.997 -0.264
5 C 3.336 1.099 -0.228
6 C 2.786 0.923 -1.623
7 C 2.554 -0.558 -1.993
8 Si 0.758 -1.124 -1.822
9 C -0.272 -0.598 -3.313
10 C -1.692 -1.215 -3.321
11 C -2.807 -0.174 -3.420
12 C -4.130 -0.791 -3.829
13 C -5.270 0.239 -3.921
14 C -6.059 0.400 -2.610
15 C -7.506 0.878 -2.881
16 C -8.546 -0.260 -2.741
17 Si -9.963 0.164 -1.574
18 C -11.078 1.511 -2.277
19 C -9.195 0.774 0.052
20 C -10.876 -1.437 -1.165
21 C -10.804 -2.542 -2.029
22 C -11.461 -3.726 -1.701
23 C -12.173 -3.841 -0.500
24 C -12.260 -2.745 0.358
25 C -11.614 -1.547 0.028
26 B 0.743 -3.139 -1.595
27 O -0.178 -3.938 -2.286
28 N 1.679 -3.793 -0.674
29 C 0.935 -4.039 0.580
30 C 2.205 -5.057 -1.183
31 H 7.287 0.669 0.264
32 H 7.310 1.834 1.568
33 H 7.113 2.409 -0.089
34 H 2.912 0.378 0.465
35 H 3.072 2.086 0.140
36 H 1.843 1.465 -1.642
37 H 3.475 1.356 -2.341
38 H 3.206 -1.230 -1.438
39 H 2.812 -0.691 -3.046
40 H 0.223 -0.442 -0.607
41 H -0.367 0.485 -3.343
42 H 0.262 -0.957 -4.190
43 H -1.872 -1.817 -2.432
44 H -1.791 -1.899 -4.162
45 H -2.530 0.591 -4.143
46 H -2.930 0.271 -2.433
47 H -4.435 -1.536 -3.097
48 H -4.036 -1.294 -4.790
49 H -4.899 1.209 -4.242
50 H -5.969 -0.133 -4.669
51 H -6.062 -0.541 -2.071
52 H -5.561 1.176 -2.030
53 H -7.724 1.705 -2.211
54 H -7.536 1.222 -3.910
55 H -8.970 -0.457 -3.728
56 H -8.088 -1.188 -2.407
57 H -10.803 2.450 -1.803
58 H -12.125 1.310 -2.079
59 H -10.902 1.620 -3.344
60 H -9.208 -0.047 0.765
61 H -9.770 1.591 0.477
62 H -8.153 1.045 -0.092
63 H -10.243 -2.447 -2.944
64 H -11.405 -4.569 -2.375
65 H -12.658 -4.769 -0.243
66 H -12.818 -2.812 1.276
67 H -11.686 -0.703 0.703
68 H 0.057 -3.953 -3.221
69 H 0.242 -3.231 0.807
70 H 1.617 -4.180 1.413
71 H 0.348 -4.956 0.484
72 H 2.799 -4.865 -2.074
73 H 2.835 -5.526 -0.433
74 H 1.426 -5.778 -1.450
75 F 11.073 0.986 1.571
76 C 10.659 2.245 1.794
77 F 11.327 3.054 0.933
78 C 10.954 2.699 3.224
79 F 12.295 2.759 3.420
80 F 10.486 3.979 3.297
81 C 10.290 1.932 4.376
82 O 11.048 0.943 5.040
83 C 11.105 -0.351 4.581
84 F 10.227 -0.562 3.582
85 F 10.745 -1.152 5.604
86 C 12.529 -0.753 4.188
87 F 13.003 0.072 3.232
88 F 12.506 -2.009 3.688
89 H 9.590 2.321 1.583
90 H 10.121 2.687 5.143
91 H 9.304 1.564 4.092
92 H 13.182 -0.720 5.055
93 F -11.767 -3.075 -6.077
94 C -11.840 -4.061 -5.159
95 F -10.595 -4.236 -4.653
96 C -12.331 -5.373 -5.768
97 F -11.434 -5.834 -6.665
98 F -12.358 -6.261 -4.731
99 C -13.738 -5.395 -6.384
100 O -13.852 -5.258 -7.788
101 C -13.917 -4.032 -8.397
102 F -14.064 -3.033 -7.509
103 F -15.020 -4.034 -9.178
104 C -12.724 -3.796 -9.328
105 F -11.564 -3.881 -8.651
106 F -12.821 -2.554 -9.854
107 H -12.491 -3.735 -4.342
108 H -14.100 -6.404 -6.195
109 H -14.418 -4.726 -5.856
110 H -12.726 -4.534 -10.133
111 F -14.939 -1.262 5.279
112 C -14.226 -2.124 4.532
113 F -13.297 -1.415 3.846
114 C -15.110 -2.865 3.527
115 F -15.619 -2.002 2.625
116 F -14.262 -3.699 2.854
117 C -16.232 -3.760 4.077
118 O -17.544 -3.233 4.110
119 C -18.007 -2.495 5.168
120 F -17.157 -2.518 6.210
121 F -19.157 -3.070 5.582
122 C -18.359 -1.064 4.751
123 F -17.287 -0.443 4.224
124 F -18.755 -0.377 5.846
125 H -13.709 -2.833 5.186
126 H -16.301 -4.578 3.362
127 H -15.954 -4.213 5.029
128 H -19.166 -1.076 4.016
129 F 15.616 2.324 6.025
130 C 15.415 1.758 4.819
131 F 15.040 0.467 5.031
132 C 16.685 1.757 3.968
133 F 17.625 0.975 4.545
134 F 16.327 1.159 2.796
135 C 17.293 3.114 3.586
136 O 18.384 3.594 4.357
137 C 18.197 4.325 5.496
138 F 16.911 4.687 5.664
139 F 18.915 5.464 5.366
140 C 18.750 3.607 6.731
141 F 18.166 2.405 6.891
142 F 18.488 4.356 7.827
143 H 14.601 2.275 4.308
144 H 17.729 2.952 2.602
145 H 16.526 3.876 3.457
146 H 19.829 3.472 6.633
147 F 15.812 7.677 1.139
148 C 15.671 6.898 2.226
149 F 16.908 6.533 2.646
150 C 14.882 5.627 1.909
151 F 15.573 4.853 1.047
152 F 14.827 4.945 3.100
153 C 13.431 5.772 1.431
154 O 13.183 5.688 0.042
155 C 13.265 6.781 -0.779
156 F 13.400 7.927 -0.087
157 F 12.097 6.861 -1.454
158 C 14.366 6.618 -1.831
159 F 15.562 6.425 -1.243
160 F 14.433 7.746 -2.572
161 H 15.185 7.466 3.024
162 H 12.922 4.899 1.835
163 H 12.945 6.639 1.879
164 H 14.143 5.768 -2.478